No. 1
The following is a quantum chemistry calculation of a molecular structure, C41H68As3ClN5O11P2SZr, from the Open Molecules 2025 dataset.

```
133
C41H68As3ClN5O11P2SZr | the Open Molecules 2025 dataset | ωB97M-V with the def2-TZVPD basis set
Zr -0.21765 -0.45140 -0.78992
C -0.95265 -4.64420 3.34548
C -1.32275 -3.18918 3.52069
C -1.77829 -2.85068 4.91946
O -2.44329 -2.84186 2.63026
P -2.25307 -2.51027 1.10877
O -0.91687 -1.89496 0.82232
C -3.59785 -1.35462 0.75553
P -3.10916 0.37611 0.86313
O -1.73553 0.57538 0.30907
O -3.08114 0.77702 2.37271
C -4.28301 1.01495 3.18254
C -4.29278 -0.01462 4.29111
C -4.21012 2.43471 3.69332
O -4.23960 1.11989 0.11894
C -4.23341 2.42459 -0.62199
C -5.54554 3.08511 -0.28586
C -3.02333 3.26463 -0.28517
O -2.41749 -3.79918 0.26692
C -3.45833 -4.83270 0.13087
C -4.84885 -4.30071 0.39386
C -3.09638 -5.99358 1.02665
H -0.07883 -4.86571 3.95961
H -0.70166 -4.86863 2.30721
H -1.76634 -5.29682 3.66291
H -0.49083 -2.55851 3.20984
H -2.67593 -3.41788 5.16945
H -1.99626 -1.78787 5.01757
H -0.99832 -3.11261 5.63487
H -4.41818 -1.53016 1.45513
H -3.95959 -1.53366 -0.25613
H -5.15590 0.89145 2.53620
H -3.48386 0.18075 4.99676
H -4.17182 -1.02334 3.89350
H -5.23810 0.03094 4.83274
H -3.29357 2.57687 4.26722
H -5.06417 2.63932 4.33983
H -4.22472 3.15069 2.87263
H -4.21345 2.11024 -1.66320
H -5.56434 3.40394 0.75804
H -6.38082 2.41234 -0.47371
H -5.66634 3.96805 -0.91404
H -2.97043 3.47086 0.78586
H -3.12146 4.21664 -0.80836
H -2.09077 2.80084 -0.60402
H -3.35511 -5.11245 -0.91488
H -4.95578 -3.95198 1.42408
H -5.55801 -5.11671 0.25317
H -5.12490 -3.50905 -0.30086
H -3.23554 -5.73561 2.07765
H -2.06515 -6.30381 0.86267
H -3.74631 -6.83767 0.79477
C 2.01124 -2.52969 1.83644
As 2.24333 -1.44252 0.24383
C 3.59981 -0.19266 0.84940
C 3.11927 -2.80355 -0.86310
C 3.86810 -2.48706 -2.17186
C 4.35903 -3.85242 -2.68427
C 2.94769 -1.91932 -3.26389
As 1.82996 -0.33163 -2.94756
C 1.16068 -0.10282 -4.76068
C 3.06078 1.17661 -2.92807
C 5.06639 -1.56901 -1.88131
As 6.62662 -1.62716 -3.12095
C 7.77142 -0.55276 -1.94476
C 6.18154 -0.16363 -4.35431
H 2.97646 -2.93500 2.13782
H 1.32389 -3.34386 1.61402
H 1.61190 -1.90135 2.62881
H 4.51432 -0.72877 1.09695
H 3.21163 0.30226 1.73791
H 3.80571 0.55165 0.08550
H 2.31111 -3.51207 -1.06576
H 3.81789 -3.30801 -0.19006
H 3.52663 -4.55605 -2.75020
H 5.11312 -4.27294 -2.01522
H 4.80946 -3.76747 -3.67330
H 2.22873 -2.68767 -3.56196
H 3.54204 -1.69290 -4.15319
H 1.98675 0.22664 -5.39008
H 0.37631 0.64996 -4.76703
H 0.76512 -1.04101 -5.13894
H 3.85420 0.99842 -3.64961
H 3.47368 1.35398 -1.93948
H 2.49658 2.06060 -3.22245
H 5.51241 -1.87428 -0.92907
H 4.76048 -0.52781 -1.75915
H 8.07787 -1.14953 -1.08643
H 7.25500 0.34414 -1.59946
H 8.66569 -0.25846 -2.49253
H 5.33433 -0.42794 -4.98709
H 7.04187 -0.00477 -5.00407
H 5.97359 0.76325 -3.81992
C 2.57454 10.53640 0.30829
C 2.39307 9.04677 0.19608
O 2.29589 8.29599 1.12566
S 2.31926 8.50683 -1.51655
C 1.98255 6.78259 -1.30201
C 0.79910 6.25730 -1.80568
C 0.52148 4.90801 -1.66062
C 1.42395 4.07503 -0.99816
C 2.61665 4.61045 -0.50049
C 2.89674 5.95416 -0.65771
C 1.11043 2.68967 -0.80653
C 0.84687 1.51565 -0.61981
H 2.85057 10.78550 1.32962
H 1.63408 11.02746 0.05440
H 3.33443 10.88868 -0.38870
H 0.08364 6.90275 -2.29858
H -0.40847 4.50989 -2.04525
H 3.32538 3.96482 0.00402
H 3.81937 6.36741 -0.27485
N -1.10678 0.70927 -2.48047
C -1.83348 1.32243 -3.14827
C -2.70126 2.04834 -3.92441
C -2.50552 3.44962 -4.00124
N -2.35452 4.59330 -4.01899
C -3.82293 1.39625 -4.49811
N -4.73485 0.84057 -4.93094
O -2.06758 -1.67975 -1.78249
Cl -1.23867 -2.63658 -2.54516
O -1.00226 -2.14325 -3.84374
O -1.79229 -3.92768 -2.53579
O 0.02155 -2.59070 -1.75425
N 0.81861 1.81802 2.26290
C 0.53851 2.43847 3.42221
C 0.02146 1.48178 4.26715
C 0.02738 0.30397 3.50239
N 0.49978 0.51861 2.28046
H 1.07496 2.22635 1.36943
H 0.72365 3.49147 3.55468
H -0.29596 1.61150 5.28726
H -0.30224 -0.68015 3.79019
```

Properties
* net charge: +1
* HOMO level: -10.144 eV
* orbital gap: 7.428 eV
* energy above the lowest of the compared OMol25 structures with the same formula, charge and spin: 37.3 kcal/mol
* lowest unoccupied orbital energy: -2.716 eV

Atom charges from the Löwdin analysis, given in e for atoms 1 to 5:
1 Zr 1.431
2 C -0.035
3 C -0.418
4 C -0.029
5 O -0.164

No. 2
The following is a quantum chemistry calculation of a single C16H24N2O4 molecule, from the Open Molecules 2025 dataset.

```
46
C16H24N2O4 | the Open Molecules 2025 dataset | ωB97M-V with the def2-TZVPD basis set
C -5.04140 -0.31452 -0.63276
O -4.12266 0.57232 -1.22208
C -3.09259 1.04102 -0.45948
C -2.20492 1.90647 -1.09559
C -1.11407 2.42825 -0.42995
C -0.88683 2.08942 0.90000
O 0.18485 2.50745 1.65037
C 1.07884 3.43896 1.08910
C 1.91915 2.91620 -0.08584
O 2.53261 3.67700 -0.80661
N 1.92462 1.58078 -0.20157
C 2.49961 0.87725 -1.32042
C 3.30171 -0.34756 -0.87268
C 2.58160 -1.17229 0.20812
N 1.14126 -1.18972 0.00709
C 0.68117 -2.02189 -1.09486
C 0.63475 -3.51300 -0.73388
O -0.14904 -3.74165 0.41827
C 0.33894 -2.99897 1.51544
C 0.35905 -1.49983 1.19362
C -1.78191 1.24117 1.54276
C -2.87386 0.71809 0.87547
H -5.56830 0.14998 0.20719
H -4.55290 -1.23364 -0.29231
H -5.75850 -0.55814 -1.41510
H -2.38647 2.15890 -2.12802
H -0.44607 3.08874 -0.95982
H 1.76154 3.70757 1.90110
H 0.56352 4.35131 0.76368
H 1.31528 1.02290 0.37907
H 1.69177 0.56013 -1.98971
H 3.14121 1.58219 -1.85374
H 3.50029 -0.96110 -1.75256
H 4.26378 -0.03286 -0.46656
H 2.76157 -0.70518 1.17980
H 3.03233 -2.17640 0.23973
H 1.32711 -1.87379 -1.95979
H -0.33032 -1.68739 -1.34824
H 0.16967 -4.08821 -1.53587
H 1.65505 -3.89461 -0.56903
H -0.33541 -3.20788 2.34736
H 1.35146 -3.34337 1.78012
H 0.74637 -0.93885 2.04641
H -0.66624 -1.17034 0.99499
H -1.60549 0.99413 2.57790
H -3.54216 0.06098 1.40888
```

Properties
* net charge: 0
* HOMO level: -8.113 eV
* orbital gap: 8.809 eV
* energy above the lowest of the compared OMol25 structures with the same formula, charge and spin: 63.4 kcal/mol
* lowest unoccupied orbital energy: 0.696 eV

Atom charges from the Löwdin analysis, given in e for atoms 1 to 5:
1 C -0.093
2 O -0.089
3 C -0.282
4 C 0.010
5 C -0.003

No. 3
The following is a quantum chemistry calculation of a molecular structure, C13H16N2PPtSe at a distorted geometry, from the Open Molecules 2025 dataset.

```
34
C13H16N2PPtSe | the Open Molecules 2025 dataset | ωB97M-V with the def2-TZVPD basis set
C 0.16630 0.23299 -4.26094
C -0.03455 -0.43477 -5.44609
C -0.36940 -1.79220 -5.57096
C -0.43188 -2.73321 -4.52307
C -0.21223 -2.44803 -3.20540
Pt -0.15134 -0.58990 -2.49704
P -0.04677 1.57690 -1.71395
H 0.46371 1.30252 -4.34192
H 0.07425 0.15398 -6.36446
H -0.55634 -2.17005 -6.57854
H -0.16843 -3.30289 -2.49845
H -0.66496 -3.77274 -4.78342
H -1.19670 2.06747 -1.02086
H 0.09890 2.57682 -2.71742
H 1.07513 1.86607 -0.87828
C 1.76814 -1.30130 1.86096
N 0.61750 -0.41537 1.97476
C -0.40528 -0.37551 1.07805
Se -0.62946 -1.59886 -0.29514
N -1.29206 0.55150 1.56116
C -0.85972 1.05379 2.79140
C -1.49821 1.85200 3.72884
C -0.82076 2.07871 4.93732
C 0.43503 1.48192 5.18816
C 1.04254 0.63336 4.24509
C 0.35840 0.45116 3.04765
H 2.35086 -1.07820 0.96034
H 1.44461 -2.34604 1.80253
H 2.38664 -1.14940 2.74735
H -2.14122 0.82584 1.07165
H -2.47653 2.26343 3.49039
H -1.26323 2.72690 5.69567
H 0.93931 1.68650 6.13109
H 1.99777 0.12657 4.38354
```

Properties
* net charge: +1
* <S²>: 6.0182
* HOMO level (spin up / spin down): -7.852 / -11.259 eV
* multiplicity: 5
* orbital gap (spin up / spin down): 5.510 / 4.337 eV
* lowest unoccupied orbital energy (spin up / spin down): -2.342 / -6.923 eV

Atom charges from the Löwdin analysis, given in e for atoms 1 to 5:
1 C -0.287
2 C -0.139
3 C -0.079
4 C -0.134
5 C -0.283

No. 4
The following is a quantum chemistry calculation of 2 unconnected molecules or ions with the total composition C3H10N2O at a distorted geometry, from the Open Molecules 2025 dataset.

```
16
C3H10N2O | the Open Molecules 2025 dataset | ωB97M-V with the def2-TZVPD basis set
C 4.13868 1.87985 -1.69239
C 3.09397 1.11642 -1.37135
O 2.61116 0.94287 -0.10337
H 4.76419 1.63490 -2.53843
H 4.44761 2.67511 -1.02512
H 2.49767 0.55785 -2.08002
H 2.84362 1.71529 0.42740
N -3.10955 -0.44551 1.81720
C -2.23283 -0.80757 0.73116
N -2.39665 -2.15697 0.14748
H -3.00104 -1.07150 2.60259
H -4.09110 -0.37521 1.58303
H -1.24211 -0.65324 1.14496
H -2.27453 -0.16117 -0.14476
H -2.76887 -2.78056 0.86781
H -3.28021 -2.07055 -0.36618
```

Properties
* net charge: 0
* HOMO level: -8.954 eV
* orbital gap: 9.926 eV
* energy above the lowest of the compared OMol25 structures with the same formula, charge and spin: 53.9 kcal/mol
* lowest unoccupied orbital energy: 0.972 eV

Atom charges from the Löwdin analysis, given in e for atoms 1 to 5:
1 C -0.007
2 C -0.279
3 O -0.014
4 H 0.047
5 H 0.049

No. 5
The following is a quantum chemistry calculation of 2 unconnected molecules or ions with the total composition C4H13N2O at a distorted geometry, from the Open Molecules 2025 dataset.

```
20
C4H13N2O | the Open Molecules 2025 dataset | ωB97M-V with the def2-TZVPD basis set
C -1.06222 -2.87892 1.08106
C 0.68377 1.79979 -1.84409
C -0.78067 -1.68850 0.17663
C 0.60220 0.22994 0.92734
N 0.97649 1.23392 1.73091
N -0.38819 1.62596 -0.91426
O -0.38419 -0.57772 1.05223
H -1.83953 -2.73972 1.85061
H -1.33897 -3.57627 0.34712
H -0.22556 -3.13714 1.70720
H 0.84593 0.87624 -2.36469
H 0.41683 2.44552 -2.65207
H 1.58573 2.18101 -1.28253
H -1.74176 -1.31716 -0.30843
H 0.14533 -2.02113 -0.38798
H 1.43679 0.00850 0.13667
H 1.90947 1.67138 1.63208
H 0.60596 1.32347 2.66220
H -0.69009 2.62855 -0.65739
H -1.22729 1.42113 -1.47354
```

Properties
* net charge: +1
* HOMO level: -13.884 eV
* orbital gap: 10.654 eV
* energy above the lowest of the compared OMol25 structures with the same formula, charge and spin: 67.6 kcal/mol
* lowest unoccupied orbital energy: -3.230 eV

Atom charges from the Löwdin analysis, given in e for atoms 1 to 5:
1 C -0.060
2 C -0.196
3 C -0.149
4 C -0.203
5 N 0.197

No. 6
The following is a quantum chemistry calculation of a molecular structure, C12H30KO6 at a distorted geometry, from the Open Molecules 2025 dataset.

```
49
C12H30KO6 | the Open Molecules 2025 dataset | ωB97M-V with the def2-TZVPD basis set
K 0.64782 -0.29284 0.42054
C -0.63001 -3.18099 1.16089
O 0.13583 -2.40766 2.04831
C -0.60799 -1.77132 3.09765
C 0.32734 -0.92624 3.94489
O 0.98431 0.00147 3.10615
C 2.01232 0.73306 3.74156
H -1.14156 -4.04182 1.60442
H -0.06348 -3.52138 0.29559
H -1.47061 -2.61076 0.73228
H -1.00874 -2.58418 3.71970
H -1.52183 -1.30705 2.71959
H 0.99667 -1.63956 4.43201
H -0.27635 -0.41168 4.69816
H 2.80685 0.10527 4.16843
H 1.61544 1.28197 4.60137
H 2.50921 1.35961 3.00513
C -1.09006 -1.12035 -2.44809
O -1.39411 -0.41143 -1.25088
C -2.74299 -0.51332 -0.84690
C -2.98968 0.52286 0.23133
O -2.00872 0.49495 1.26012
C -2.12280 1.62067 2.12872
H -1.72802 -0.76670 -3.26025
H -1.25277 -2.19482 -2.29928
H -0.03556 -0.94206 -2.65216
H -2.92287 -1.55197 -0.54093
H -3.45123 -0.28074 -1.65019
H -4.00013 0.54739 0.64838
H -2.88334 1.48960 -0.28948
H -1.42282 1.39156 2.93034
H -3.12153 1.71306 2.56318
H -1.88428 2.54429 1.59772
C 3.17064 -1.11451 -3.69235
O 2.21431 -0.10372 -3.48771
C 2.78609 1.11069 -3.05525
C 1.64031 2.06600 -2.81681
O 0.86613 1.66805 -1.70724
C -0.07749 2.64456 -1.37327
H 3.74985 -1.38034 -2.80722
H 3.90969 -0.84356 -4.46435
H 2.67224 -1.95370 -4.17720
H 3.46065 1.54879 -3.79767
H 3.38292 1.01314 -2.13924
H 1.03956 2.13510 -3.73354
H 2.02112 3.08924 -2.68048
H -0.75683 2.95826 -2.17002
H 0.37438 3.55197 -0.95186
H -0.71792 2.28115 -0.56408
```

Properties
* net charge: +1
* HOMO level: -12.683 eV
* orbital gap: 10.339 eV
* energy above the lowest of the compared OMol25 structures with the same formula, charge and spin: 5.6 kcal/mol
* lowest unoccupied orbital energy: -2.344 eV

Atom charges from the Löwdin analysis, given in e for atoms 1 to 5:
1 K 0.904
2 C -0.108
3 O -0.245
4 C -0.185
5 C -0.184